Record 1
The following is a DFT calculation (ωB97M-V/def2-TZVPD) of C30H80O10 as an isolated structure at a distorted geometry.

* LUMO level: 0.2 eV
* energy relative to the best compared isomer or geometry (same formula, charge and spin): 2738.93 kJ/mol

ORCA input file:
```
! wB97M-V def2-TZVPD RIJCOSX def2/J DEFGRID3
* xyz 0 1
C -2.59705 0.13436 -3.06319
C -3.20816 1.42259 -2.60917
C -3.80184 1.35677 -1.12591
O -2.25268 2.49146 -2.55328
H -1.93413 -0.28525 -2.30651
H -2.21172 0.15311 -4.08263
H -3.37064 -0.63135 -3.12115
H -3.96967 1.71279 -3.33305
H -4.58289 0.61042 -0.98098
H -4.20457 2.34766 -0.91605
H -2.92180 1.23919 -0.49360
H -1.72435 2.42702 -1.75433
C 0.52667 0.61178 3.46858
C 1.42896 1.72837 3.95942
C 0.69189 3.08034 4.03996
O 1.92909 1.26335 5.17600
H -0.30043 0.54568 4.17543
H 1.03964 -0.34837 3.52396
H 0.00036 0.77496 2.52812
H 2.22880 1.84342 3.22790
H -0.28731 2.89943 4.48328
H 0.53513 3.40441 3.01112
H 1.23086 3.92187 4.47521
H 2.18812 0.35488 5.00517
C 1.51248 -4.07624 -0.69012
C 0.66658 -4.10234 0.59493
C -0.85211 -4.09036 0.22500
O 0.97920 -5.24880 1.37638
H 2.55749 -3.98484 -0.39397
H 1.18824 -3.16005 -1.18364
H 1.38069 -4.89680 -1.39539
H 0.91736 -3.14313 1.04783
H -1.10221 -4.97036 -0.36758
H -1.11179 -3.29690 -0.47578
H -1.49238 -4.07970 1.10706
H 1.93397 -5.34729 1.39379
C -3.01053 -0.06569 1.34965
C -4.35558 -0.00281 1.90740
C -4.88638 1.43774 2.10586
O -5.25042 -0.81554 1.16503
H -2.32165 -0.76220 1.82759
H -2.56682 0.92082 1.48386
H -2.97954 -0.19049 0.26726
H -4.39981 -0.43207 2.90835
H -5.54558 1.67995 1.27225
H -4.14825 2.23133 2.22190
H -5.56673 1.52231 2.95325
H -4.68432 -1.00039 0.41205
C -1.30950 2.55600 1.13681
C -1.15471 2.86153 -0.34355
C 0.20814 3.58250 -0.63982
O -1.18742 1.64030 -0.98639
H -0.48278 1.93469 1.48122
H -2.14013 1.85569 1.22462
H -1.44273 3.51217 1.64286
H -2.07275 3.39850 -0.58224
H 0.42273 4.46647 -0.03929
H 0.23393 3.97481 -1.65645
H 1.09328 2.95525 -0.53404
H -0.40748 1.13479 -0.74610
C 0.94276 -0.20958 -3.95487
C 1.25210 1.11487 -3.26839
C -0.08405 1.87408 -3.03131
O 1.85795 0.78531 -2.08613
H 0.39922 -0.23621 -4.89931
H 0.46165 -0.96946 -3.33906
H 1.88942 -0.69982 -4.18206
H 1.97847 1.60752 -3.91475
H -0.57682 1.55819 -2.11180
H -0.86044 1.83309 -3.79527
H 0.01737 2.95204 -2.90556
H 2.20529 1.62501 -1.77653
C 1.40581 -0.63140 1.17815
C 0.58545 -0.54521 -0.17075
C -0.86893 -0.95095 -0.13278
O 0.58548 0.80671 -0.64290
H 0.96819 -1.36187 1.85859
H 1.47144 0.32932 1.68885
H 2.45039 -0.73035 0.88291
H 1.04368 -1.15590 -0.94868
H -1.43375 -0.34685 0.57725
H -1.08080 -1.98657 0.13310
H -1.34670 -0.94606 -1.11248
H 0.85199 0.81265 -1.56514
C -4.59095 -1.30386 -1.39276
C -4.25301 -2.63436 -0.80907
C -2.90698 -3.13356 -1.44848
O -3.99634 -2.47267 0.54150
H -3.66148 -0.75609 -1.23740
H -5.42408 -0.85350 -0.85316
H -4.64846 -1.47515 -2.46768
H -5.05648 -3.35098 -0.97934
H -2.31915 -3.87404 -0.90603
H -2.17165 -2.34000 -1.58129
H -3.10866 -3.50826 -2.45198
H -4.61268 -3.02436 1.02870
C 2.88038 1.14900 0.66329
C 3.88154 2.05694 -0.15745
C 5.30870 1.65597 -0.29011
O 3.31553 2.17940 -1.39764
H 1.94854 1.62851 0.96304
H 3.28818 0.66498 1.55071
H 2.41619 0.40095 0.02059
H 3.88572 3.05410 0.28272
H 5.71981 1.70285 0.71830
H 5.82403 2.35172 -0.95229
H 5.38890 0.64564 -0.69124
H 4.00613 2.18875 -2.06441
C 6.19279 -1.02597 0.20163
C 5.20908 -1.40198 1.26709
C 3.74368 -1.42793 0.71174
O 5.55933 -2.67622 1.66580
H 6.25040 -1.63153 -0.70285
H 7.20313 -1.07697 0.60745
H 6.06890 -0.00764 -0.16682
H 5.19438 -0.55639 1.95474
H 3.82025 -2.05467 -0.17677
H 3.55771 -0.42813 0.31942
H 2.95756 -1.70309 1.41488
H 5.95965 -2.54811 2.52889
*
```

Atom charges from the Mulliken analysis, given in e for atoms 1 to 4: number 1, C, carries 0.065; number 2, C, carries -0.211; number 3, C, carries -1.150; number 4, O, carries -0.785



Record 2
The following is a DFT calculation (ωB97M-V/def2-TZVPD) of a 10-piece molecular cluster, C30H80O10 overall at a distorted geometry.

* LUMO level (alpha / beta): -2.4 / -9.0 eV
* energy relative to the best compared isomer or geometry (same formula, charge and spin): 246.92 kJ/mol
* expectation value of S²: 0.754

ORCA input file:
```
! wB97M-V def2-TZVPD RIJCOSX def2/J DEFGRID3
* xyz 1 2
C -11.76210 -21.32047 -21.77142
C -13.22947 -21.01408 -22.03350
C -13.92217 -21.29672 -20.71070
O -13.40887 -19.73511 -22.41816
H -11.12441 -20.97533 -22.58526
H -11.62673 -22.39241 -21.62751
H -11.30678 -20.86717 -20.89091
H -13.72879 -21.73958 -22.67570
H -13.54942 -20.58286 -19.97615
H -13.78727 -22.33946 -20.42330
H -15.01184 -21.29120 -20.73662
H -13.59232 -19.22787 -21.62402
C -13.54710 -22.40344 -17.21860
C -14.08273 -22.80087 -15.83600
C -13.06741 -23.41866 -14.89352
O -14.83155 -21.73886 -15.25441
H -14.46512 -22.29502 -17.79617
H -12.81160 -23.13545 -17.55220
H -12.99082 -21.47432 -17.09457
H -14.76195 -23.61081 -16.10203
H -12.33951 -22.69423 -14.52820
H -12.62305 -24.17236 -15.54358
H -13.65896 -23.93121 -14.13493
H -14.89856 -21.82967 -14.30106
C -17.31198 -19.10966 -14.27901
C -17.39438 -18.70519 -15.75251
C -17.71302 -17.33009 -16.19077
O -16.20899 -19.09892 -16.35596
H -16.86342 -20.10292 -14.29727
H -18.27227 -19.04223 -13.76774
H -16.63030 -18.45057 -13.74143
H -18.22261 -19.26826 -16.18272
H -17.42566 -17.07779 -17.21149
H -17.11866 -16.63632 -15.59619
H -18.73545 -17.08398 -15.90410
H -15.78770 -19.82478 -15.88986
C -19.39225 -21.63031 -18.54796
C -18.60896 -22.97313 -18.54773
C -17.32546 -22.95563 -19.40857
O -18.25718 -23.32736 -17.24256
H -20.18708 -21.68730 -17.80426
H -19.90888 -21.55464 -19.50477
H -18.81366 -20.72777 -18.35106
H -19.34902 -23.64362 -18.98462
H -16.78180 -23.89988 -19.37822
H -16.65694 -22.28133 -18.87331
H -17.46999 -22.45291 -20.36485
H -17.31529 -23.51194 -17.22280
C -15.82994 -26.09247 -22.16050
C -15.25772 -27.49445 -22.12298
C -15.63930 -28.27659 -23.43220
O -13.86636 -27.42789 -22.00511
H -16.91243 -26.14014 -22.04200
H -15.60660 -25.52861 -23.06620
H -15.50323 -25.38145 -21.40168
H -15.78978 -28.00705 -21.32157
H -16.70019 -28.27508 -23.68243
H -15.31784 -29.31805 -23.44343
H -15.15535 -27.73013 -24.24169
H -13.60565 -28.34489 -21.89222
C -24.07486 -19.70678 -19.51744
C -22.90179 -18.73846 -19.71822
C -21.76600 -18.87065 -18.81173
O -22.33714 -18.93113 -20.90485
H -23.74994 -20.74067 -19.63406
H -24.87984 -19.63481 -20.24882
H -24.49145 -19.42722 -18.54977
H -23.22679 -17.70183 -19.80694
H -21.56136 -19.89524 -18.50119
H -21.98637 -18.50972 -17.80711
H -20.89134 -18.34206 -19.19077
H -23.00896 -18.78675 -21.57524
C -20.00666 -25.60517 -21.39655
C -20.47449 -26.97680 -20.81623
C -21.91709 -27.40923 -21.13711
O -19.62978 -28.02952 -21.18016
H -18.99385 -25.35628 -21.07976
H -20.64721 -24.83401 -20.96863
H -20.02529 -25.62017 -22.48629
H -20.31904 -26.96161 -19.73748
H -22.52539 -27.14723 -20.27142
H -22.12886 -28.47828 -21.15727
H -22.20793 -27.01466 -22.11067
H -19.70588 -28.07549 -22.13604
C -18.73937 -21.49654 -23.58723
C -19.41542 -20.69761 -22.39807
C -19.43971 -19.24167 -22.65817
O -20.69085 -21.15860 -22.06110
H -19.47843 -21.66066 -24.37143
H -18.41082 -22.51742 -23.39237
H -17.87140 -21.05804 -24.07960
H -18.87128 -20.87841 -21.47108
H -19.98416 -18.89871 -23.53798
H -18.45896 -18.77286 -22.73845
H -19.84181 -18.70933 -21.79618
H -21.19856 -20.45983 -21.64211
C -22.96568 -23.55917 -19.75885
C -23.35534 -23.47309 -18.28626
C -24.74554 -24.13363 -17.94825
O -22.35029 -24.15157 -17.55617
H -22.73843 -24.58456 -20.05048
H -21.98430 -23.09352 -19.84922
H -23.68167 -23.00739 -20.36794
H -23.21664 -22.47990 -17.85912
H -24.83019 -25.05631 -18.52236
H -25.42082 -23.42481 -18.42750
H -24.95148 -24.30291 -16.89136
H -21.77840 -24.46539 -18.26048
C -17.37303 -23.43430 -13.88292
C -16.58202 -23.60639 -12.56730
C -16.16623 -25.02426 -12.30279
O -15.40068 -22.83492 -12.52013
H -16.81024 -23.62545 -14.79660
H -17.71988 -22.40125 -13.90759
H -18.26658 -24.05852 -13.88685
H -17.24074 -23.33936 -11.74093
H -17.00169 -25.71998 -12.22485
H -15.75363 -25.02680 -11.29390
H -15.36873 -25.53208 -12.84520
H -14.86538 -23.13516 -11.78196
*
```

Atom charges from the Mulliken analysis, given in e for atoms 1 to 4: number 1, C, carries -1.331; number 2, C, carries 0.647; number 3, C, carries -1.555; number 4, O, carries -0.544



Record 3
The following is a DFT calculation (ωB97M-V/def2-TZVPD) of a 8-piece molecular cluster, C30H83N7O9 overall at a distorted geometry.

* LUMO level: 0.4 eV
* SMILES: COC[C@H](C)N.COC[C@H](C)N.COC[C@H](C)N.COC[C@H](C)N.COC[C@H](C)N.COC[C@H](C)N.COC[C@H](C)N.OCCO
* energy relative to the best compared isomer or geometry (same formula, charge and spin): 605.13 kJ/mol

ORCA input file:
```
! wB97M-V def2-TZVPD RIJCOSX def2/J DEFGRID3
* xyz 0 1
C 3.23633 6.33981 -0.39000
C 3.11718 7.06808 -1.71892
O 2.06330 8.06952 -1.65639
O 2.04268 5.60233 -0.05120
H 3.44684 7.04165 0.41697
H 3.96761 5.53165 -0.37580
H 2.96746 6.34997 -2.52516
H 3.93969 7.70118 -2.05174
H 2.04420 8.76535 -2.31750
H 1.27869 6.16094 0.10973
C 1.32215 3.12445 -5.33932
C 2.68474 3.72916 -5.59334
C 2.62001 5.24232 -5.67435
O 1.69092 5.71967 -6.64999
C 2.15516 5.46425 -7.96911
N 3.36219 3.16385 -4.53907
H 0.76560 3.12863 -6.27652
H 0.72590 3.52319 -4.51861
H 1.38552 2.06202 -5.10414
H 3.07735 3.40454 -6.55697
H 3.60557 5.69962 -5.76171
H 2.46030 5.70405 -4.69997
H 3.16519 5.84007 -8.13247
H 1.51748 5.90315 -8.73646
H 2.08645 4.37785 -8.02471
H 3.92543 2.38953 -4.86045
H 2.67315 2.86212 -3.86507
C -2.79816 0.27156 1.90119
C -4.14066 0.95826 2.26942
C -4.44576 2.09123 1.28162
O -3.48342 3.05220 1.30539
C -3.66422 4.07486 0.39779
N -5.18854 -0.02602 2.47906
H -2.80313 -0.20070 0.91882
H -2.51694 -0.52701 2.58770
H -2.05951 1.07293 1.91875
H -3.86292 1.47993 3.18529
H -5.38008 2.61923 1.47241
H -4.51493 1.77154 0.24185
H -3.25457 5.02445 0.74212
H -4.72161 4.25877 0.20745
H -3.22902 3.72977 -0.54007
H -4.83982 -0.86414 2.92183
H -5.82699 0.43566 3.11099
C 1.26385 2.33631 0.30405
C 1.48602 1.39658 -0.89386
C 0.59299 0.13145 -1.00029
O 0.71581 -0.78950 0.09065
C -0.21582 -1.77078 0.26456
N 1.27468 2.25031 -2.08348
H 2.07804 3.06051 0.33069
H 1.20883 1.77376 1.23604
H 0.31113 2.86339 0.25295
H 2.46095 0.93928 -1.06265
H 0.99793 -0.35114 -1.88980
H -0.46747 0.36773 -1.08795
H -0.17643 -2.42165 -0.60889
H -1.21756 -1.34169 0.24239
H 0.09395 -2.29012 1.17143
H 1.92338 2.98274 -1.83279
H 0.40434 2.75315 -1.98466
C 4.01705 -5.66633 1.98029
C 4.08198 -4.12779 2.19461
C 3.61657 -3.21240 0.98355
O 4.53947 -3.44834 -0.10553
C 4.22647 -2.67895 -1.26754
N 3.39454 -3.82851 3.47647
H 2.99764 -6.00301 1.79175
H 4.27885 -6.31542 2.81590
H 4.69462 -5.95946 1.17836
H 5.07763 -3.76105 2.44416
H 3.63711 -2.17929 1.33048
H 2.68216 -3.61584 0.59341
H 4.97198 -2.58016 -2.05656
H 4.00319 -1.63078 -1.06860
H 3.49443 -3.19203 -1.89121
H 3.99375 -3.68390 4.27656
H 2.82759 -4.59497 3.80995
C -0.85520 -5.10856 2.54303
C -1.53652 -6.44638 2.74170
C -0.58666 -7.58846 3.08519
O 0.01800 -7.46579 4.40819
C 0.64098 -8.75636 4.83802
N -2.51254 -6.30886 3.82099
H -1.62177 -4.36632 2.32041
H 0.00301 -5.26306 1.88905
H -0.48518 -4.64540 3.45773
H -2.15041 -6.81626 1.92045
H 0.13618 -7.47126 2.27779
H -1.04135 -8.56140 2.89877
H 1.56822 -8.79822 4.26653
H 0.13141 -9.68878 4.59505
H 0.94629 -8.68333 5.88184
H -2.71006 -7.24028 4.15796
H -2.06266 -5.81414 4.57794
C -1.39041 2.40515 4.67232
C 0.03526 2.30859 5.27959
C 0.95251 1.13584 4.65247
O 0.22096 -0.07070 4.59738
C 1.01676 -1.17475 4.14884
N 0.60424 3.59985 5.01521
H -1.77553 3.34744 5.06202
H -2.10191 1.67779 5.06326
H -1.43206 2.60482 3.60157
H 0.07637 2.08713 6.34607
H 1.92112 1.08596 5.14985
H 1.08042 1.41623 3.60694
H 0.52796 -2.13368 4.32102
H 1.86445 -1.41732 4.78968
H 1.23400 -1.05944 3.08694
H 0.50081 3.82400 4.03584
H -0.00051 4.16530 5.59369
C -6.18516 -0.87764 -3.91136
C -4.65426 -0.50942 -3.67979
C -3.85971 -1.64057 -4.31956
O -3.67892 -2.77595 -3.44404
C -2.34833 -2.67940 -2.92784
N -4.43198 0.77690 -4.34271
H -6.73266 -0.08515 -3.40117
H -6.44827 -1.82725 -3.44541
H -6.41909 -0.86695 -4.97591
H -4.41728 -0.35714 -2.62681
H -3.01783 -1.23538 -4.88094
H -4.49268 -1.99310 -5.13391
H -1.72822 -3.06025 -3.73934
H -2.27244 -3.28814 -2.02685
H -1.97410 -1.68372 -2.68979
H -4.88992 1.60231 -3.98340
H -3.53173 1.11790 -4.64829
*
```

Atom charges from the Mulliken analysis, given in e for atoms 1 to 4: number 1, C, carries -0.494; number 2, C, carries 0.180; number 3, O, carries -0.569; number 4, O, carries -0.405